A 9-piece molecular cluster, C36H96N6O12 overall. Source: OMol25; level of theory: ωB97M-V with the def2-TZVPD basis set.

As for the energy above the lowest of the compared OMol25 structures with the same formula, charge and spin: 0.999 eV. The total energy comes out at -2660.40364 hartree. Its total charge is 0. For the HOMO energy, the calculation gives -8.49 eV. As for the molar mass: 805.19 g mol⁻¹. The maximum force is 1.63 eV/A. As for the lowest unoccupied orbital energy: 0.42 eV. For the HOMO-LUMO gap, the calculation gives 8.9 eV.

Last column: Löwdin charge in e.
CARTESIAN COORDINATES (ANGSTROEM)
H (-8.73, 12.06, 1.73)  0.11
C (-7.13, 8.20, 1.95)  -0.27
O (-10.12, 9.63, -3.05)  -0.07
H (-4.11, 6.29, 5.87)  0.04
H (-4.02, 1.36, 3.17)  0.07
H (0.15, 12.77, 3.87)  0.11
H (-9.59, -3.26, 1.00)  0.08
H (-7.26, 8.38, 9.30)  0.09
C (-5.52, 9.88, 5.31)  -0.10
H (-1.12, 7.00, 0.45)  0.12
H (-7.65, 7.84, 2.84)  0.09
C (-9.71, 5.19, 2.58)  -0.11
O (-7.41, 9.60, 1.87)  -0.13
C (-3.05, 12.22, 2.97)  -0.23
C (-2.43, 13.62, 3.18)  -0.20
H (-10.93, 10.59, 1.32)  0.12
H (-9.30, 9.63, 7.53)  0.09
H (-9.70, 15.00, 2.09)  0.09
H (-1.67, 8.59, -1.04)  0.07
H (-6.70, 6.71, 9.26)  0.09
C (-3.78, 5.34, 1.20)  -0.09
N (-9.88, 10.19, 3.08)  -0.06
C (-10.64, 11.12, 2.23)  -0.18
H (-7.10, 2.11, 2.15)  0.04
H (-4.95, 9.25, 10.10)  0.07
N (-1.60, 14.08, 2.10)  -0.07
H (-9.22, 5.36, 3.54)  0.09
C (-5.37, 3.57, 0.88)  -0.19
H (-3.97, 9.53, 7.51)  0.13
C (-4.43, 1.58, 2.19)  -0.05
H (-9.61, 4.79, -0.03)  0.12
O (-9.85, 13.17, 3.07)  -0.20
H (-9.92, 11.38, -1.08)  0.06
H (-0.10, 8.69, -1.03)  0.07
H (-4.49, 6.16, 1.05)  0.08
H (-0.67, 12.30, 1.52)  0.10
H (-8.27, 11.02, -0.57)  0.06
H (-4.81, 4.82, 6.59)  0.08
C (-9.94, 1.15, 1.45)  -0.22
H (-2.17, 14.14, 1.26)  0.11
H (-8.47, 0.78, 0.20)  0.11
C (-9.19, 8.89, 6.73)  -0.09
H (-3.45, 11.91, 3.95)  0.10
C (-9.23, 14.43, 2.89)  -0.10
H (-9.05, 8.05, 4.51)  0.10
H (-2.90, 8.49, 1.22)  0.12
C (-8.91, 2.75, -0.06)  -0.18
H (-1.81, 13.56, 4.08)  0.10
H (-8.16, 14.29, 2.69)  0.09
C (1.87, 11.46, 2.23)  -0.12
H (-2.84, 7.41, 4.71)  0.08
C (-0.86, 8.03, 0.76)  -0.44
H (-10.02, 12.89, 1.02)  0.12
H (-4.53, 10.34, 5.24)  0.07
C (-5.02, 9.21, 7.53)  -0.19
H (0.78, 8.77, 2.05)  0.06
H (-1.74, 9.46, 2.09)  0.11
H (-8.22, 8.96, 6.25)  0.07
H (-5.83, 9.56, 4.32)  0.08
H (-10.74, 4.88, 2.78)  0.10
H (1.27, 11.34, 1.33)  0.07
C (-1.94, 8.43, 1.74)  -0.22
H (-11.02, 9.58, -2.72)  0.08
O (1.86, 12.81, 2.66)  -0.19
C (-7.72, 7.57, 0.68)  -0.07
H (-3.95, 7.73, 3.35)  0.08
H (-3.59, 8.62, 9.58)  0.07
H (-3.84, 4.72, 5.11)  0.08
H (-3.28, 14.26, 3.38)  0.12
N (-6.54, 2.63, 2.85)  0.04
C (-6.65, 7.67, 8.74)  -0.06
H (0.09, 13.77, 0.97)  0.13
H (-2.90, 8.99, 4.07)  0.08
H (-10.71, 8.34, 2.62)  0.11
H (-5.48, 11.21, 2.90)  0.07
H (-6.24, 4.24, 0.86)  0.11
H (-7.13, 3.45, 2.93)  0.04
H (2.90, 11.23, 1.96)  0.09
H (-8.95, -0.17, 2.92)  0.13
H (-2.38, 11.41, 2.67)  0.09
H (-11.74, 9.29, 3.66)  0.13
H (-7.14, 7.47, 7.78)  0.05
O (-4.21, 4.23, 0.42)  -0.18
H (-8.25, 9.17, -2.27)  0.11
H (-8.32, 9.75, 2.21)  0.03
H (-9.61, 8.87, -1.21)  0.09
H (-5.70, 11.52, 1.19)  0.08
O (-6.65, 6.48, 5.34)  -0.10
C (-9.56, 3.93, 0.64)  -0.25
N (-8.70, 1.56, 0.80)  -0.05
H (-5.62, 10.08, 7.82)  0.13
N (-0.90, 8.87, -0.43)  0.04
N (-4.55, 8.36, 9.79)  0.04
H (-10.63, 3.69, 0.75)  0.12
C (-2.97, 7.94, 3.77)  -0.10
O (-8.94, 4.27, 1.85)  -0.20
C (-9.79, -2.47, 1.72)  -0.13
H (0.81, 14.33, 3.34)  0.13
H (-10.81, 1.13, 0.78)  0.13
C (-9.78, 12.33, 1.94)  -0.24
H (-7.91, 6.50, 0.72)  0.05
H (-10.86, -2.54, 1.95)  0.09
C (-10.11, 8.30, 4.66)  -0.23
H (-3.64, 5.08, 2.25)  0.07
H (-5.02, 0.72, 1.87)  0.08
H (-9.38, 14.94, 3.84)  0.09
H (-3.63, 1.70, 1.46)  0.08
H (-8.67, 8.05, 0.46)  0.05
O (-5.39, 8.81, 6.22)  -0.24
C (0.58, 13.31, 3.03)  -0.21
H (-5.53, 2.74, 0.19)  0.12
O (-4.06, 12.38, 1.99)  -0.19
H (1.30, 7.69, 0.66)  0.08
C (-0.39, 13.31, 1.83)  -0.20
H (0.46, 7.06, 2.01)  0.08
C (-8.97, 10.96, -1.41)  -0.08
H (-10.72, -0.37, 2.75)  0.12
H (-6.24, 10.63, 5.65)  0.10
C (-9.22, 9.56, -1.96)  -0.33
H (-6.32, 4.55, 4.78)  0.10
H (-10.24, 1.86, 2.24)  0.12
H (-4.74, 7.18, 8.02)  0.13
C (-10.69, 9.02, 3.47)  -0.19
C (-9.79, -0.15, 2.21)  -0.21
H (-4.75, 3.53, 2.98)  0.10
C (-5.80, 5.50, 4.79)  -0.31
H (-9.22, -2.74, 2.62)  0.09
H (-7.16, 7.73, -0.24)  0.08
C (-4.96, 11.28, 1.95)  -0.09
H (-9.76, 10.69, 3.97)  0.12
H (-7.90, 3.05, -0.34)  0.10
O (-10.26, 9.11, 5.82)  -0.18
H (-2.83, 5.64, 0.77)  0.07
C (-4.56, 5.32, 5.66)  -0.07
H (-4.43, 10.37, 1.67)  0.08
O (-1.93, 7.60, 2.88)  -0.17
H (1.51, 10.78, 3.01)  0.08
H (-6.12, 7.25, 5.61)  0.03
C (-5.24, 2.87, 2.25)  -0.44
C (-5.21, 8.04, 8.51)  -0.43
H (-9.71, 6.18, 2.09)  0.07
H (-8.50, 11.58, -2.17)  0.08
H (-9.28, 7.88, 7.14)  0.09
H (-11.56, 11.47, 2.72)  0.13
H (-9.45, 2.47, -0.97)  0.12
O (-9.54, -1.17, 1.25)  -0.20
H (-6.06, 7.97, 2.03)  0.09
H (-5.48, 5.78, 3.77)  0.09
H (-10.65, 7.36, 4.79)  0.13
C (0.53, 7.95, 1.38)  -0.04